C17H25Cl12FN3OP2S | ωB97M-V with the def2-TZVPD basis set

The geometry in ORCA input format:
```
! wB97M-V def2-TZVPD RIJCOSX def2/J DEFGRID3
* xyz 1 1
C -1.88322 1.09942 -3.35063
C -1.05884 0.51024 -2.70143
C -0.05078 0.02448 -1.72794
C 0.44257 1.20821 -0.89686
N 1.63117 1.60258 -1.21826
N 2.08427 2.64632 -0.57322
O 3.30891 3.07224 -0.94743
C 4.36130 2.66492 -0.03678
C 4.27382 1.24260 0.56486
C 4.39561 1.30055 2.12458
C 1.35661 3.26451 0.33020
P 2.07857 4.83771 1.10053
N 1.08934 5.98794 0.68522
C 0.07811 2.88079 0.76447
P -0.90894 3.75767 2.07692
S -2.68565 4.28850 1.53209
C -0.44480 1.72981 0.09847
C -1.80215 1.16010 0.42031
C -1.78310 0.05632 1.52666
C -0.80143 0.28967 2.67500
F -1.55070 -1.20402 0.98674
H -2.74102 1.58294 -3.76896
H 0.76221 -0.39795 -2.33358
H -0.47640 -0.78638 -1.11210
H 5.29466 2.74197 -0.60380
H 4.48458 3.37940 0.79102
H 3.40103 0.64818 0.27915
H 5.15334 0.68414 0.22605
H 3.90791 0.45128 2.61114
H 4.06271 2.25906 2.54258
H 5.46594 1.22899 2.36142
H 3.32278 5.13354 0.50745
H 2.13504 4.72577 2.50929
H 0.71131 6.47036 1.49464
H -0.94905 2.94151 3.23014
H -0.18996 4.90169 2.47709
H -2.52151 1.92406 0.73102
H -2.22045 0.69094 -0.48146
H -2.78511 0.00261 2.00134
H 0.23822 0.44106 2.36103
H -0.81117 -0.61913 3.29312
H -1.18988 1.08517 3.31440
C -1.74170 -4.05022 -1.81333
Cl -0.11082 -4.72090 -1.90533
Cl -2.42247 -4.28839 -0.21664
Cl -1.74518 -2.32727 -2.20490
H -2.36050 -4.56305 -2.53983
C 0.35766 -8.19933 -0.70355
Cl -0.86446 -8.46035 -1.94959
Cl -0.38621 -8.14148 0.89640
Cl 1.59653 -9.45325 -0.77100
H 0.83137 -7.24429 -0.89001
C -5.38377 -2.10773 3.46247
Cl -3.96505 -2.13397 2.40533
Cl -6.01153 -0.46359 3.60972
Cl -6.62704 -3.19840 2.85861
H -5.08103 -2.44643 4.44539
C -0.61370 -1.97621 -6.21158
Cl 0.61327 -3.06793 -5.56121
Cl -2.09671 -2.85625 -6.58457
Cl -0.94081 -0.66545 -5.06099
H -0.23370 -1.54529 -7.12989
*
```

Values from the calculation:
- total energy (Ha) = -7604.81268
- HOMO level (eV) = -11.96
- LUMO energy (eV) = -5.003
- orbital gap (eV) = 7.0
- M (g/mol) = 825.86

Computed Löwdin charges, given in elementary charges: number 1, C, carries 0.04; number 2, C, carries -0.31; number 3, C, carries -0.17; number 4, C, carries -0.15; number 5, N, carries 0.25; number 6, N, carries -0.13; number 7, O, carries -0.03; number 8, C, carries -0.16; number 9, C, carries -0.19; number 10, C, carries -0.09; number 11, C, carries -0.22; number 12, P, carries 0.78; number 13, N, carries -0.29; number 14, C, carries -0.25; number 15, P, carries 0.41; number 16, S, carries 0.25; number 17, C, carries -0.08; number 18, C, carries -0.08; number 19, C, carries -0.38; number 20, C, carries -0.03; number 21, F, carries -0.07; number 22, H, carries 0.07; number 23, H, carries 0.13; number 24, H, carries 0.04; number 25, H, carries 0.14; number 26, H, carries 0.08; number 27, H, carries 0.09; number 28, H, carries 0.11; number 29, H, carries 0.08; number 30, H, carries 0.06; number 31, H, carries 0.08; number 32, H, carries 0.03; number 33, H, carries 0.03; number 34, H, carries -0.02; number 35, H, carries -0.02; number 36, H, carries -0.05; number 37, H, carries 0.04; number 38, H, carries 0.12; number 39, H, carries 0.08; number 40, H, carries 0.08; number 41, H, carries 0.10; number 42, H, carries 0.05; number 43, C, carries -1.49; number 44, Cl, carries 0.55; number 45, Cl, carries 0.55; number 46, Cl, carries 0.64; number 47, H, carries 0.03; number 48, C, carries -1.58; number 49, Cl, carries 0.51; number 50, Cl, carries 0.52; number 51, Cl, carries 0.53; number 52, H, carries -0.03; number 53, C, carries -1.53; number 54, Cl, carries 0.58; number 55, Cl, carries 0.53; number 56, Cl, carries 0.55; number 57, H, carries 0.02; number 58, C, carries -1.50; number 59, Cl, carries 0.52; number 60, Cl, carries 0.54; number 61, Cl, carries 0.62; number 62, H, carries 0.01

=====

C17H25ClFN3S | ωB97M-V with the def2-TZVPD basis set

The geometry in ORCA input format:
```
! wB97M-V def2-TZVPD RIJCOSX def2/J DEFGRID3
* xyz 2 1
Cl -4.62675 0.38376 11.75344
C -4.91420 1.94118 10.88828
N -3.73797 2.32551 10.09469
C -2.46069 2.57437 10.95261
C -1.35313 3.04734 10.04536
N -1.88489 3.15736 8.70898
F -0.04633 3.77058 6.82862
C -2.94428 4.13144 8.59044
C -4.10191 3.65976 9.42433
C -2.24248 1.85842 8.16977
C -3.41134 1.32081 8.96019
H -5.76045 1.81007 10.20152
H -5.08677 2.72820 11.63044
H -2.73747 3.35080 11.68062
H -2.23264 1.61911 11.44087
H -0.97657 4.02216 10.35546
H -0.53470 2.32578 10.01346
H -2.56874 5.09767 8.93474
H -3.22537 4.19470 7.53980
H -4.99186 3.46303 8.80662
H -4.32706 4.36707 10.23566
H -2.50794 1.96704 7.11395
H -1.37172 1.19680 8.25423
H -3.18449 0.36314 9.44035
H -4.31208 1.25318 8.33388
C -1.33979 5.65852 5.53660
S 0.49378 5.84666 5.42985
C 0.71580 7.08939 6.73572
C 1.09378 4.40645 6.46390
C 1.83332 3.32052 5.74470
C 2.41781 2.31748 6.53001
C 3.17464 1.35694 5.87456
C 3.14930 1.33157 4.46395
C 4.02461 0.44390 3.78085
N 4.78894 -0.25488 3.23642
C 2.32896 2.19710 3.71656
C 1.60566 3.17167 4.37647
H -1.66669 5.24904 4.57492
H -1.66240 4.99047 6.34053
H -1.75753 6.65461 5.69322
H 1.66537 7.56632 6.48258
H -0.10764 7.79707 6.61779
H 0.74344 6.66136 7.74603
H 1.66479 4.71245 7.36063
H 2.28497 2.30783 7.62080
H 3.81782 0.67108 6.43622
H 2.29820 2.16089 2.62497
H 0.87798 3.81196 3.87104
*
```

Values from the calculation:
- total energy (Ha) = -1784.62816
- HOMO level (eV) = -14.55
- LUMO energy (eV) = -5.742
- orbital gap (eV) = 8.8
- M (g/mol) = 357.93

Computed Löwdin charges, given in elementary charges: number 1, Cl, carries 0.68; number 2, C, carries -0.47; number 3, N, carries -0.27; number 4, C, carries -0.05; number 5, C, carries -0.14; number 6, N, carries -0.20; number 7, F, carries -0.04; number 8, C, carries -0.15; number 9, C, carries -0.06; number 10, C, carries -0.14; number 11, C, carries -0.06; number 12, H, carries 0.11; number 13, H, carries 0.11; number 14, H, carries 0.15; number 15, H, carries 0.12; number 16, H, carries 0.14; number 17, H, carries 0.14; number 18, H, carries 0.14; number 19, H, carries 0.12; number 20, H, carries 0.15; number 21, H, carries 0.15; number 22, H, carries 0.14; number 23, H, carries 0.14; number 24, H, carries 0.12; number 25, H, carries 0.15; number 26, C, carries -0.19; number 27, S, carries 1.19; number 28, C, carries -0.22; number 29, C, carries -0.42; number 30, C, carries -0.22; number 31, C, carries -0.01; number 32, C, carries 0.01; number 33, C, carries -0.20; number 34, C, carries -0.16; number 35, N, carries 0.20; number 36, C, carries 0.01; number 37, C, carries -0.04; number 38, H, carries 0.08; number 39, H, carries 0.03; number 40, H, carries 0.07; number 41, H, carries 0.07; number 42, H, carries 0.07; number 43, H, carries 0.08; number 44, H, carries 0.15; number 45, H, carries 0.13; number 46, H, carries 0.14; number 47, H, carries 0.14; number 48, H, carries 0.10

=====

C17H25GeN7OReSSe | ωB97M-V with the def2-TZVPD basis set

The geometry in ORCA input format:
```
! wB97M-V def2-TZVPD RIJCOSX def2/J DEFGRID3
* xyz 2 2
Re 0.47284 -0.12644 -1.58919
C -0.92522 3.85307 -0.44763
C -0.74058 2.41302 -0.74719
N 0.40359 1.85863 -1.03942
N 1.50635 2.67028 -1.05959
C 2.61788 2.02682 -1.25560
N 3.77817 2.67002 -1.32050
S 2.66709 0.24431 -1.32701
C -1.86395 1.47417 -0.73129
C -3.16321 1.82590 -0.41382
C -4.15143 0.85159 -0.44252
C -3.81322 -0.45014 -0.77996
C -2.49337 -0.74458 -1.06421
N -1.54099 0.19750 -1.05451
H 0.02678 4.36879 -0.41118
H -1.44544 3.97661 0.50392
H -1.54701 4.30723 -1.22363
H 3.79310 3.67654 -1.25679
H 4.64549 2.18338 -1.46875
H -3.40084 2.84704 -0.15392
H -5.17419 1.10684 -0.20092
H -4.55481 -1.23496 -0.81644
H -2.17360 -1.74825 -1.31361
N 0.80033 -3.92909 -3.59443
C 0.65284 -2.61366 -3.51971
O 0.54514 -2.06513 -2.35774
C 0.59959 -1.82095 -4.71450
C 0.35123 -0.52836 -4.35026
N 0.19978 0.33790 -3.57483
C 0.75192 -2.36734 -6.00952
N 0.84903 -2.82747 -7.05800
H 0.84334 -4.48244 -2.75528
H 0.86818 -4.39357 -4.48794
C 0.06998 -2.01436 4.21372
Ge 0.08084 -0.14856 3.65349
C -1.69413 0.46461 3.09525
C 0.93941 1.04230 4.92692
C 1.13676 -0.02468 1.95036
Se 0.51072 -1.35184 0.65511
C 2.05646 -2.51911 0.61870
H -0.61709 -2.14495 5.04943
H 1.06017 -2.32555 4.54666
H -0.25914 -2.67907 3.41352
H -2.42334 0.34378 3.89548
H -2.05106 -0.11017 2.23577
H -1.66389 1.52254 2.82737
H 0.35949 1.08734 5.84832
H 1.02026 2.05397 4.52984
H 1.93836 0.68518 5.17497
H 2.20968 -0.18577 2.05204
H 0.98757 0.95175 1.48888
H 2.14210 -2.96009 1.60936
H 2.94866 -1.95164 0.36920
H 1.86339 -3.29293 -0.11838
*
```

Values from the calculation:
- total energy (Ha) = -6075.62935
- HOMO level (spin up / spin down) (eV) = -14.62 / -14.68
- LUMO energy (spin up / spin down) (eV) = -8.168 / -8.171
- ⟨S²⟩ = 0.771
- orbital gap (spin up / spin down) (eV) = 6.5 / 6.5
- M (g/mol) = 713.28

Computed Löwdin charges, given in elementary charges: number 1, Re, carries 1.12; number 2, C, carries 0.02; number 3, C, carries -0.22; number 4, N, carries -0.17; number 5, N, carries 0.04; number 6, C, carries -0.72; number 7, N, carries 0.14; number 8, S, carries 0.74; number 9, C, carries -0.20; number 10, C, carries 0.04; number 11, C, carries 0.02; number 12, C, carries 0.00; number 13, C, carries -0.09; number 14, N, carries -0.10; number 15, H, carries 0.08; number 16, H, carries 0.10; number 17, H, carries 0.12; number 18, H, carries 0.13; number 19, H, carries 0.11; number 20, H, carries 0.13; number 21, H, carries 0.14; number 22, H, carries 0.13; number 23, H, carries 0.12; number 24, N, carries 0.24; number 25, C, carries -0.42; number 26, O, carries -0.23; number 27, C, carries -0.14; number 28, C, carries -0.08; number 29, N, carries 0.05; number 30, C, carries -0.18; number 31, N, carries 0.21; number 32, H, carries 0.14; number 33, H, carries 0.14; number 34, C, carries -0.21; number 35, Ge, carries 0.77; number 36, C, carries -0.21; number 37, C, carries -0.20; number 38, C, carries -0.52; number 39, Se, carries 0.91; number 40, C, carries -0.32; number 41, H, carries 0.03; number 42, H, carries 0.03; number 43, H, carries 0.01; number 44, H, carries 0.03; number 45, H, carries 0.00; number 46, H, carries 0.02; number 47, H, carries 0.03; number 48, H, carries 0.03; number 49, H, carries 0.03; number 50, H, carries 0.04; number 51, H, carries 0.00; number 52, H, carries 0.05; number 53, H, carries 0.01; number 54, H, carries 0.03

=====

C17H25HfN4O9P2 | ωB97M-V with the def2-TZVPD basis set

The geometry in ORCA input format:
```
! wB97M-V def2-TZVPD RIJCOSX def2/J DEFGRID3
* xyz 3 1
Hf 0.37761 -0.06147 -0.28906
P -0.07848 -1.06000 -2.65143
C -0.87457 0.28807 -3.42488
C -1.49586 1.29510 -2.61878
N -1.16191 1.37050 -1.25717
C -1.65388 2.38232 -0.49464
C -2.65270 3.23549 -0.96281
C -3.06357 3.14804 -2.29240
C -2.46339 2.20763 -3.12477
C -1.15613 2.56080 0.92345
P 0.63745 2.04121 1.20312
H -2.76286 2.10302 -4.17362
H -3.08347 3.97146 -0.28099
H -3.84801 3.81300 -2.67211
H -1.22599 3.62253 1.19983
H -1.84024 2.03924 1.61630
H 0.75844 1.85773 -4.25777
H -1.11025 0.26969 -4.49069
H 2.60688 2.27718 -2.96389
O 1.63877 2.26188 -4.21276
H 1.79785 2.71467 -5.06270
H 1.53553 1.36436 -0.39454
O 3.26603 2.23661 -2.21171
H 2.75100 1.80165 -1.49049
C 1.50682 3.56943 0.85306
H 1.19372 4.38251 1.51075
H 2.56445 3.33422 1.01362
H 1.32417 3.81262 -0.19842
C 0.56642 1.89918 3.03406
H 1.57371 1.64197 3.39920
H 0.28864 2.84862 3.52371
H -0.14936 1.13087 3.38175
C -1.19813 -2.49812 -2.53933
H -1.46687 -2.84314 -3.55130
H -0.68034 -3.30674 -1.99578
H -2.10867 -2.21907 -1.98249
C 1.36995 -1.52579 -3.62088
H 1.82613 -2.42550 -3.17931
H 1.05921 -1.74037 -4.65489
H 2.10814 -0.70882 -3.61280
O 2.24444 -4.86187 5.13668
N 1.04871 -4.51390 5.10532
O 0.25869 -4.71948 6.04351
C 0.57065 -3.84118 3.93500
C 1.45890 -3.58771 2.88619
C 1.09092 -2.63971 1.92051
C -0.19108 -1.96219 1.99124
O -0.47484 -0.89693 1.25146
C -1.12624 -2.42028 2.95297
C -0.73210 -3.32105 3.93640
N -2.52590 -1.99853 2.89828
O -3.23387 -2.19656 3.91269
O -2.97875 -1.52361 1.84020
N 2.03266 -2.41148 0.88210
O 3.04404 -3.09707 0.79035
O 1.81789 -1.47723 -0.04785
H 2.46261 -4.00781 2.87221
H -1.44298 -3.61600 4.69630
*
```

Values from the calculation:
- total energy (Ha) = -2288.32379
- HOMO level (spin up / spin down) (eV) = -17.53 / -17.53
- LUMO energy (spin up / spin down) (eV) = -13.807 / -13.806
- orbital gap (spin up / spin down) (eV) = 3.7 / 3.7
- M (g/mol) = 669.84

Computed Löwdin charges, given in elementary charges: number 1, Hf, carries 1.33; number 2, P, carries 0.80; number 3, C, carries -0.08; number 4, C, carries -0.27; number 5, N, carries -0.01; number 6, C, carries -0.24; number 7, C, carries 0.11; number 8, C, carries 0.06; number 9, C, carries 0.11; number 10, C, carries -0.23; number 11, P, carries 0.80; number 12, H, carries 0.16; number 13, H, carries 0.16; number 14, H, carries 0.16; number 15, H, carries 0.12; number 16, H, carries 0.13; number 17, H, carries 0.02; number 18, H, carries 0.13; number 19, H, carries -0.03; number 20, O, carries -0.03; number 21, H, carries 0.11; number 22, H, carries -0.07; number 23, O, carries -0.11; number 24, H, carries -0.06; number 25, C, carries -0.21; number 26, H, carries 0.08; number 27, H, carries 0.08; number 28, H, carries 0.07; number 29, C, carries -0.21; number 30, H, carries 0.07; number 31, H, carries 0.08; number 32, H, carries 0.06; number 33, C, carries -0.17; number 34, H, carries 0.09; number 35, H, carries 0.08; number 36, H, carries 0.07; number 37, C, carries -0.19; number 38, H, carries 0.08; number 39, H, carries 0.09; number 40, H, carries 0.07; number 41, O, carries 0.12; number 42, N, carries -0.31; number 43, O, carries 0.13; number 44, C, carries -0.08; number 45, C, carries 0.15; number 46, C, carries -0.05; number 47, C, carries -0.17; number 48, O, carries -0.23; number 49, C, carries -0.03; number 50, C, carries 0.16; number 51, N, carries -0.29; number 52, O, carries 0.13; number 53, O, carries 0.07; number 54, N, carries -0.19; number 55, O, carries 0.22; number 56, O, carries -0.18; number 57, H, carries 0.16; number 58, H, carries 0.16